# 1
# H3OP

2 unconnected molecules or ions with the total composition H3OP in a non-equilibrium geometry (ωB97M-V with the def2-TZVPD basis set, the Open Molecules 2025 dataset).

Computed properties:
DFT total energy = -418.2451 Ha
F_max = 4.511 eV/Å
energy above the lowest of the compared OMol25 structures with the same formula, charge and spin = 0.0 kcal/mol
multiplicity = 3
⟨S²⟩ = 2.01
LUMO energy (alpha / beta) = 0.980 / -2.743 eV
HOMO energy (alpha / beta) = -7.840 / -12.691 eV
molecular weight = 50.00 g mol⁻¹

The geometry in XYZ format:
```
5
Properties=species:S:1:pos:R:3:forces:R:3
O 1.412 0.078 2.177 2.84 0.53 3.46
P 0.364 -0.041 1.176 -2.67 -0.35 -2.75
H -1.299 0.064 -1.472 -0.32 0.24 -0.43
H 1.228 -0.493 0.142 -0.17 -0.18 -0.70
H -1.705 0.392 -2.022 0.31 -0.25 0.41
```
Forces are in eV/Å.

# 2
# H3OPS

2 unconnected molecules or ions with the total composition H3OPS in a non-equilibrium geometry (ωB97M-V with the def2-TZVPD basis set, the Open Molecules 2025 dataset).

Computed properties:
DFT total energy = -816.5338 Ha
F_max = 2.534 eV/Å
energy above the lowest of the compared OMol25 structures with the same formula, charge and spin = 30.5 kcal/mol
LUMO energy = -1.581 eV
HOMO energy = -8.963 eV
molecular weight = 82.06 g mol⁻¹

The geometry in XYZ format:
```
6
Properties=species:S:1:pos:R:3:forces:R:3
P 0.031 1.393 1.133 0.43 0.44 -1.03
S -1.475 1.945 0.062 0.49 -0.12 0.34
H 1.210 1.751 0.249 -0.96 -0.29 0.68
O -0.206 -1.814 -0.351 0.34 0.05 2.51
H 0.584 -1.535 0.197 -1.20 -0.48 -1.91
H -0.145 -1.740 -1.291 0.91 0.40 -0.59
```
Forces are in eV/Å.

# 3
# H3OS

2 unconnected molecules or ions with the total composition H3OS in a non-equilibrium geometry (ωB97M-V with the def2-TZVPD basis set, the Open Molecules 2025 dataset).

Computed properties:
DFT total energy = -475.2603 Ha
F_max = 3.828 eV/Å
total charge = -1
energy above the lowest of the compared OMol25 structures with the same formula, charge and spin = 5.2 kcal/mol
LUMO energy = 4.554 eV
HOMO energy = -2.772 eV
molecular weight = 51.09 g mol⁻¹

The geometry in XYZ format:
```
5
Properties=species:S:1:pos:R:3:forces:R:3
S -0.707 0.116 0.789 0.11 0.52 -0.25
H -1.197 -0.643 1.749 -0.23 -0.42 0.41
H 0.398 -0.137 -1.368 -2.60 -0.15 0.80
H 1.688 0.002 -0.626 -1.03 -0.34 -1.67
O 1.303 -0.135 -1.547 3.74 0.39 0.71
```
Forces are in eV/Å.

# 4
# H3OS2

2 unconnected molecules or ions with the total composition H3OS2 (ωB97M-V with the def2-TZVPD basis set, the Open Molecules 2025 dataset).

Computed properties:
DFT total energy = -873.3783 Ha
F_max = 0.578 eV/Å
energy above the lowest of the compared OMol25 structures with the same formula, charge and spin = 0.0 kcal/mol
multiplicity = 2
⟨S²⟩ = 0.75
LUMO energy (alpha / beta) = 0.466 / -1.900 eV
HOMO energy (alpha / beta) = -9.118 / -9.408 eV
molecular weight = 83.16 g mol⁻¹

The geometry in XYZ format:
```
6
Properties=species:S:1:pos:R:3:forces:R:3
O 2.042 0.790 -1.509 -0.14 0.15 0.46
H 2.909 1.207 -1.506 -0.03 -0.02 -0.02
S -2.007 0.438 1.240 0.19 -0.39 -0.05
S -1.670 -1.514 1.109 -0.23 0.53 0.06
H 1.652 1.032 -0.653 0.15 -0.13 -0.43
H -2.926 -1.952 1.320 0.06 -0.13 -0.01
```
Forces are in eV/Å.

# 5
# H3PS2

H3PS2 in the gas phase in a non-equilibrium geometry (ωB97M-V with the def2-TZVPD basis set, the Open Molecules 2025 dataset).

Computed properties:
DFT total energy = -1139.5086 Ha
F_max = 3.169 eV/Å
energy above the lowest of the compared OMol25 structures with the same formula, charge and spin = 10.8 kcal/mol
LUMO energy = 0.312 eV
HOMO energy = -9.223 eV
molecular weight = 98.13 g mol⁻¹

The geometry in XYZ format:
```
6
Properties=species:S:1:pos:R:3:forces:R:3
S -0.949 1.152 -1.582 0.48 -0.66 0.68
P -0.514 -0.137 -0.169 1.32 2.37 -1.64
S 1.402 -0.460 0.666 0.64 2.31 0.12
H -1.390 -0.025 0.829 -0.96 -0.13 1.53
H -0.397 -1.420 -0.457 -0.88 -2.30 -0.73
H 1.848 0.889 0.713 -0.61 -1.59 0.04
```
Forces are in eV/Å.

# 6
# H3S3

2 unconnected molecules or ions with the total composition H3S3 in a non-equilibrium geometry (ωB97M-V with the def2-TZVPD basis set, the Open Molecules 2025 dataset).

Computed properties:
DFT total energy = -1196.3879 Ha
F_max = 1.944 eV/Å
total charge = -1
energy above the lowest of the compared OMol25 structures with the same formula, charge and spin = 10.8 kcal/mol
LUMO energy = 3.477 eV
HOMO energy = -2.528 eV
molecular weight = 99.22 g mol⁻¹

The geometry in XYZ format:
```
6
Properties=species:S:1:pos:R:3:forces:R:3
S 1.701 -0.027 -1.779 -0.67 1.01 0.57
H 1.996 1.262 -1.501 0.76 -0.46 -0.39
S -1.410 -0.520 2.655 1.54 1.09 -0.48
S -0.224 0.503 -1.000 -0.16 -0.49 0.04
H -2.415 -0.753 1.848 -0.53 -0.11 -0.60
H -0.660 0.200 1.645 -0.94 -1.03 0.86
```
Forces are in eV/Å.